Record 1
This record from the Open Molecules 2025 dataset describes the molecule C5H7BrN2 at a distorted geometry. The level of theory is ωB97M-V/def2-TZVPD.

Calculated values
Multiplicity: 1
HOMO-LUMO gap (alpha / beta) (eV): 7.48 / 7.48
HOMO level (alpha / beta) (eV): -8.1 / -8.1
Molecular weight (g/mol): 175.0
Energy (eV): -78313.2465
Energy above the lowest of the compared OMol25 structures with the same formula, charge and spin (eV): 6.982

```
15
Properties=species:S:1:pos:R:3:forces:R:3:nbo_charge:R:1
C -1.043 0.568 -0.145 1.31 -0.93 -0.37 0.199
C -3.581 0.645 0.466 0.71 0.52 0.82 0.004
C -1.026 1.960 -0.061 -0.57 3.35 -1.25 -0.531
C 0.084 -1.445 0.719 -2.74 -1.13 0.87 -0.586
C 0.285 -0.091 -0.055 -2.62 -2.48 0.54 -0.579
N -3.228 1.787 0.259 -1.32 -1.11 0.20 -0.092
N -2.352 2.628 0.228 0.38 1.07 -0.08 -0.254
Br -4.601 -0.600 -0.330 -0.54 -0.41 -0.65 0.167
H -0.378 2.372 0.711 0.35 0.02 0.15 0.252
H -0.807 2.606 -1.030 0.43 -1.87 1.40 0.313
H -0.128 -1.366 1.858 0.51 0.20 -1.97 0.212
H 0.906 -2.081 0.557 1.54 -0.58 0.19 0.203
H -0.780 -2.154 0.311 1.37 2.08 0.62 0.219
H 0.388 -0.474 -1.070 0.47 0.27 -0.47 0.271
H 1.153 0.375 0.344 0.74 0.99 -0.01 0.200
```
Positions in Å, forces in eV/Å.


Record 2
This record from the Open Molecules 2025 dataset describes a structure of composition C21H17AsClF12N3O4PtS2. The level of theory is ωB97M-V/def2-TZVPD.

Calculated values
Multiplicity: 6
HOMO-LUMO gap (alpha / beta) (eV): 7.72 / 4.39
HOMO level (alpha / beta) (eV): -11.4 / -11.8
Molecular weight (g/mol): 972.9
Energy (eV): -165590.8944
Total charge: +1
Expectation value of S²: 8.8154
Energy above the lowest of the compared OMol25 structures with the same formula, charge and spin (eV): 1.091

```
62
Properties=species:S:1:pos:R:3:forces:R:3:lowdin_spin:R:1
Pt -0.389 0.220 -0.002 -0.18 0.35 -0.42 1.625
C -3.094 1.099 1.431 0.09 0.07 -0.03 0.086
N -1.779 0.542 1.612 -0.13 -0.27 0.30 0.359
C -1.225 0.440 2.799 0.08 0.04 -0.01 0.094
C 0.010 -0.221 2.844 -0.36 -0.20 -0.12 0.269
C 0.880 -0.666 3.841 0.10 -0.10 -0.01 0.065
C 1.781 -1.536 3.271 -0.09 0.05 0.02 0.321
C 1.527 -1.691 1.787 0.23 0.23 0.12 0.097
N 0.462 -0.721 1.589 0.54 0.20 0.26 0.722
C -3.850 0.468 0.315 -0.18 0.08 -0.07 0.286
C -3.470 -0.760 -0.291 -0.10 0.03 0.18 0.063
C -4.152 -1.211 -1.374 -0.20 0.03 -0.17 0.082
C -5.262 -0.464 -1.875 0.13 -0.10 0.03 0.297
C -5.691 0.723 -1.251 0.03 -0.01 -0.04 0.034
C -5.004 1.183 -0.172 0.16 -0.01 0.07 0.125
H -3.003 2.161 1.178 -0.03 0.05 0.03 0.023
H -3.706 1.049 2.344 0.02 -0.07 0.01 0.023
H -1.696 0.831 3.696 -0.05 -0.06 0.00 0.005
H 0.840 -0.389 4.884 -0.01 -0.01 -0.01 -0.001
H 2.586 -2.038 3.787 0.00 0.01 0.00 0.014
H 1.148 -2.689 1.538 0.00 -0.01 -0.04 0.029
H -2.628 -1.316 0.094 -0.05 -0.04 0.02 0.000
H -3.857 -2.125 -1.873 0.03 0.02 0.00 0.001
H -5.782 -0.827 -2.752 0.00 0.01 0.01 0.012
H -6.535 1.269 -1.647 0.00 -0.01 -0.01 -0.002
H -5.270 2.117 0.306 -0.01 -0.03 0.00 0.002
F 1.918 -3.715 -1.268 0.09 0.10 0.08 0.001
C 0.705 -4.038 -1.697 -0.09 0.01 -0.02 0.006
F 0.073 -4.704 -0.733 -0.02 -0.04 -0.01 0.001
F 0.795 -4.784 -2.778 0.04 -0.06 -0.02 0.002
S -0.290 -2.532 -2.076 0.20 0.09 -0.10 0.010
O -0.482 -1.915 -0.743 -0.19 -0.27 0.06 0.087
O -1.481 -3.005 -2.700 -0.09 0.11 0.03 0.007
N 0.715 -1.728 -2.955 -0.10 -0.15 0.14 -0.002
S 0.650 -0.155 -3.003 -0.02 0.19 0.22 0.010
O 0.964 0.424 -1.665 0.06 -0.23 -0.42 0.051
O -0.488 0.367 -3.676 0.06 -0.04 -0.03 0.001
C 2.196 0.262 -3.983 -0.02 -0.07 -0.06 0.005
F 1.833 1.057 -4.967 0.00 0.03 -0.03 0.001
F 2.741 -0.840 -4.464 0.01 -0.03 -0.04 0.001
F 3.062 0.879 -3.199 0.03 0.02 0.07 0.000
F -2.009 1.362 -1.421 -0.01 0.04 -0.06 0.066
As -1.669 3.152 -1.443 -0.10 0.00 -0.26 0.002
F -2.604 3.288 -2.858 -0.02 -0.06 -0.06 0.001
F -3.115 3.323 -0.479 -0.02 0.02 0.07 0.008
F -1.349 4.810 -1.310 0.09 0.07 0.11 0.001
F -0.788 2.781 0.060 0.12 -0.03 0.16 0.050
F -0.234 2.835 -2.312 0.03 0.12 0.01 0.001
Cl 5.136 -1.833 2.837 0.01 0.01 0.00 0.000
C 4.576 -0.266 2.308 0.00 -0.06 0.06 0.009
C 5.235 0.852 2.794 0.00 0.01 0.00 0.002
C 4.829 2.112 2.390 0.05 0.00 0.04 0.003
C 3.780 2.248 1.492 -0.02 0.03 -0.02 0.004
C 3.138 1.120 1.011 0.01 -0.10 -0.03 0.002
C 3.511 -0.164 1.415 -0.06 0.04 -0.09 0.007
C 2.759 -1.368 0.907 -0.03 0.02 0.10 0.026
H 6.064 0.727 3.477 0.00 0.00 0.00 0.000
H 5.347 2.985 2.764 -0.01 -0.01 0.00 0.000
H 3.474 3.228 1.152 0.00 -0.01 0.00 0.000
H 2.354 1.230 0.272 -0.01 0.00 -0.01 0.001
H 3.396 -2.249 0.888 0.03 -0.03 0.00 0.001
H 2.418 -1.191 -0.114 -0.07 -0.01 -0.01 0.000
```
Positions in Å, forces in eV/Å.


Record 3
This record from the Open Molecules 2025 dataset describes the molecule C5H11N at a distorted geometry. The level of theory is ωB97M-V/def2-TZVPD.

Calculated values
Multiplicity: 1
HOMO-LUMO gap (eV): 10.20
HOMO level (eV): -9.1
Molecular weight (g/mol): 85.1
Energy (eV): -6852.5036
Energy above the lowest of the compared OMol25 structures with the same formula, charge and spin (eV): 1.025
SMILES: C=C(C)CCN

```
17
Properties=species:S:1:pos:R:3:forces:R:3:nbo_charge:R:1
C -0.317 -0.398 1.501 0.17 -0.13 -1.48 -0.200
C -1.125 -0.297 0.167 0.54 0.24 1.25 -0.457
C -0.199 0.036 -0.955 0.56 0.65 0.36 0.039
C -0.207 1.254 -1.506 -0.33 -0.97 -0.47 -0.432
C 0.931 -0.931 -1.266 -0.24 0.58 -0.36 -0.667
N 0.152 0.924 1.933 0.01 -0.67 0.44 -0.835
H 0.533 -1.073 1.346 -0.17 -0.29 0.20 0.158
H -1.004 -0.813 2.227 0.06 -0.04 0.42 0.191
H -1.743 0.558 0.464 -0.62 -0.28 -0.89 0.226
H -1.658 -1.237 0.020 -0.22 0.16 -0.02 0.211
H 0.599 1.546 -2.166 -0.11 0.12 -0.26 0.190
H -1.123 1.823 -1.498 0.20 0.57 0.47 0.203
H 1.072 -0.886 -2.345 0.13 -0.29 -0.04 0.224
H 1.872 -0.589 -0.829 -0.04 -0.25 0.22 0.222
H 0.704 -1.955 -0.977 0.10 0.02 0.10 0.216
H 0.715 1.360 1.209 -0.09 -0.09 -0.13 0.358
H 0.798 0.678 2.677 0.07 0.66 0.18 0.351
```
Positions in Å, forces in eV/Å.


Record 4
This record from the Open Molecules 2025 dataset describes a cluster of 2 separate species, C3H9NO2S in total at a distorted geometry. The level of theory is ωB97M-V/def2-TZVPD.

Calculated values
Multiplicity: 1
HOMO-LUMO gap (eV): 8.59
HOMO level (eV): -7.9
Molecular weight (g/mol): 123.2
Energy (eV): -19672.4783
Energy above the lowest of the compared OMol25 structures with the same formula, charge and spin (eV): 5.935

```
16
Properties=species:S:1:pos:R:3:forces:R:3:nbo_charge:R:1
C 3.748 -0.832 -0.314 -1.91 -0.09 -0.35 0.060
C -1.133 -1.553 -0.107 4.64 1.49 1.82 -0.440
C -1.701 1.752 0.727 2.15 0.18 -1.67 -0.785
N -1.524 -0.488 -1.010 -0.13 0.75 2.57 -0.814
O 0.522 0.839 -0.130 1.62 -0.27 -0.07 -1.035
O 3.351 0.213 0.364 1.81 0.20 -0.59 -0.656
S -0.786 1.007 -0.766 -1.13 0.00 1.41 1.399
H 4.821 -0.758 -0.491 0.73 0.44 0.73 0.060
H -0.928 -1.182 0.944 -0.37 0.01 -1.21 0.210
H -1.842 -2.249 0.001 -2.88 -2.61 0.03 0.198
H -0.129 -2.084 -0.348 -1.59 1.00 -0.04 0.206
H -1.263 1.514 1.725 0.10 0.26 -1.16 0.244
H -1.521 2.763 0.297 -0.40 -0.14 1.41 0.226
H -2.704 1.497 0.686 -2.07 -0.30 -0.14 0.217
H -1.311 -0.789 -1.897 0.34 -0.41 -2.83 0.379
H 2.400 0.350 0.320 -0.91 -0.51 0.10 0.531
```
Positions in Å, forces in eV/Å.